ORCA calculation (ωB97M-V with the def2-TZVPD basis set) on a molecular structure, C30H32ClN3PbSSi2.

As for the net charge: +2. The HOMO-LUMO gap (spin up / spin down) is 4.28 / 4.28 eV. The value obtained for the total energy is -80442.274 eV. As for the LUMO energy (spin up / spin down): -8.16 / -8.16 eV.

The geometry in XYZ format:
```
70
Properties=species:S:1:pos:R:3:forces:R:3:lowdin_charge:R:1
C -0.990 -3.456 4.387 0.2 0.1 -0.2 -0.158
C 0.366 -3.252 4.033 -0.5 -0.9 -0.6 -0.203
C 0.589 -1.852 3.942 0.0 0.5 -1.2 -0.249
H 1.121 -4.030 3.924 -0.2 0.2 0.2 0.094
C -0.639 -1.196 4.236 -0.8 -0.1 -0.4 -0.166
C -1.619 -2.186 4.489 0.7 0.2 0.0 -0.163
H -2.646 -2.005 4.798 0.2 0.0 0.1 0.091
H -1.448 -4.418 4.621 0.2 0.3 -0.1 0.094
H 1.546 -1.359 3.771 -0.2 -0.2 0.3 0.086
H -0.774 -0.123 4.315 0.0 -0.1 0.0 0.073
Pb 0.346 -2.315 0.907 -0.4 -1.1 4.1 1.314
Si 1.760 -0.079 -1.160 3.5 4.2 -2.1 0.691
C 2.368 -0.188 -2.940 -0.4 -0.9 0.3 -0.293
C 1.885 0.727 -3.877 0.0 0.1 -0.2 -0.088
H 1.168 1.492 -3.585 0.1 0.0 0.0 0.107
C 2.341 0.701 -5.190 0.1 -0.1 0.0 -0.052
H 1.967 1.438 -5.891 0.1 -0.1 0.0 0.115
C 3.285 -0.249 -5.591 0.0 0.0 0.4 -0.046
H 3.693 -0.232 -6.600 -0.2 -0.1 0.2 0.119
C 3.728 -1.199 -4.669 0.1 -0.1 0.0 -0.057
H 4.446 -1.966 -4.967 -0.2 0.3 0.1 0.118
C 3.265 -1.173 -3.350 0.0 0.0 -0.3 -0.093
H 3.620 -1.922 -2.642 0.0 0.1 -0.1 0.106
C 2.210 1.787 -0.936 -0.3 -0.1 0.6 -0.269
C 3.596 2.039 -0.892 -0.1 0.1 -0.2 -0.086
H 4.296 1.206 -0.762 -0.1 0.3 -0.1 0.111
C 4.098 3.337 -1.080 0.0 -0.5 0.0 -0.048
H 5.181 3.489 -1.124 -0.5 0.0 0.1 0.122
C 3.221 4.411 -1.237 -0.1 -0.2 0.0 -0.049
H 3.609 5.414 -1.438 -0.2 -0.4 0.2 0.123
C 1.848 4.181 -1.147 -0.1 -0.2 -0.1 -0.052
H 1.151 5.010 -1.207 0.1 0.0 0.0 0.115
C 1.343 2.881 -1.021 0.2 0.0 -0.1 -0.123
H 0.256 2.737 -1.011 0.4 0.1 -0.1 0.055
H 2.621 -0.836 -0.229 -0.6 -0.4 0.2 0.044
Si -2.283 1.878 -0.653 -0.8 -0.4 1.7 0.374
C -1.887 2.081 1.197 0.3 0.0 0.1 -0.324
C -0.562 2.140 1.683 0.1 -0.4 -0.1 -0.114
H 0.270 1.959 0.995 -0.2 0.1 0.4 0.064
C -0.272 2.413 3.023 -0.1 0.0 0.0 -0.065
H 0.767 2.386 3.370 -0.4 0.1 -0.2 0.122
C -1.309 2.704 3.918 -0.1 -0.2 -0.3 -0.056
H -1.096 2.940 4.963 0.0 -0.1 -0.4 0.124
C -2.631 2.664 3.462 0.2 0.0 -0.1 -0.052
H -3.449 2.860 4.158 0.2 0.0 -0.3 0.120
C -2.909 2.371 2.123 -0.3 -0.2 -0.2 -0.110
H -3.948 2.371 1.781 0.3 0.0 0.2 0.084
C -1.378 0.452 -1.544 1.1 -1.0 0.0 -0.229
C -0.186 -0.216 -0.959 -1.8 -1.2 -0.5 -0.339
H -0.160 -0.012 0.143 0.3 -0.1 -0.7 0.052
C 0.231 -1.502 -1.597 -1.6 -0.6 -1.0 -0.365
H 1.048 -2.221 -1.295 -0.6 1.2 -0.4 0.047
C -0.420 -1.962 -2.766 0.8 0.3 0.6 -0.017
H -0.081 -2.893 -3.209 0.1 0.2 0.0 0.147
C -1.467 -1.264 -3.310 -0.1 0.0 0.0 0.033
H -1.931 -1.627 -4.229 0.0 0.1 0.3 0.147
C -1.980 -0.133 -2.653 -0.4 0.5 0.1 -0.051
H -2.962 0.220 -3.001 0.6 0.2 0.1 0.108
H -2.138 3.148 -1.242 0.4 1.0 -1.0 -0.011
Cl -4.299 1.403 -0.856 0.5 -0.1 0.1 0.394
N -2.220 -1.283 1.002 -0.7 -0.1 -0.2 0.011
N -3.096 -2.329 1.460 0.8 0.0 0.3 -0.021
C -2.636 -3.612 1.345 -1.2 -0.5 1.5 -0.803
N -3.197 -4.511 2.193 0.6 0.8 -1.1 0.159
S -1.498 -4.063 0.149 -0.2 -0.4 0.3 0.614
H -2.713 -0.737 0.273 0.2 -0.7 0.3 0.065
H -2.086 -0.615 1.756 0.0 -0.1 0.6 0.076
H -3.572 -2.119 2.345 0.3 0.0 -0.5 0.154
H -2.809 -5.452 2.251 -0.3 0.4 -0.2 0.132
H -3.945 -4.254 2.845 0.6 -0.1 -0.4 0.146
```
Positions in Å, forces in eV/Å.